Model one:
15
Properties=species:S:1:pos:R:3:mulliken_charge:R:1 method="wB97M-V/def2-TZVPD" spin_multiplicity=1 total_charge=+1
C 0.51 -0.01 0.54 0.518
C 0.36 -0.46 -1.90 -1.149
C -0.95 1.24 2.23 -0.688
C 1.14 -0.65 -0.60 -0.318
N -0.13 0.71 1.19 0.008
O 2.14 -0.79 1.72 -0.315
S 2.41 -0.52 3.16 0.293
H 0.73 -1.20 -2.59 0.348
H -0.71 -0.87 -1.73 0.335
H 0.52 0.59 -2.19 0.347
H -0.83 0.52 3.02 0.331
H -1.92 1.39 1.69 0.325
H -0.42 2.22 2.34 0.315
H 2.09 -0.03 -0.76 0.294
H 1.20 -1.73 -0.23 0.357

Model two:
15
Properties=species:S:1:pos:R:3:mulliken_charge:R:1 method="wB97M-V/def2-TZVPD" spin_multiplicity=1 total_charge=+1
C -2.78 1.11 1.11 -0.218
C 1.16 1.37 -0.01 0.630
C 3.31 0.20 -0.46 -0.650
C -1.64 -0.33 -0.84 -0.713
N 2.03 0.59 -0.03 -0.177
O 0.14 1.97 0.05 -0.565
S -2.10 1.34 -0.31 0.305
H -2.96 2.05 1.69 0.282
H -2.84 0.24 1.81 0.324
H 4.01 1.00 -0.69 0.308
H 2.99 -0.22 -1.41 0.301
H 3.69 -0.57 0.15 0.274
H -2.15 -1.06 -0.21 0.321
H -0.59 -0.49 -1.04 0.264
H -2.16 -0.38 -1.87 0.315

Model three:
15
Properties=species:S:1:pos:R:3:mulliken_charge:R:1 method="wB97M-V/def2-TZVPD" spin_multiplicity=1 total_charge=+1
C -1.75 -0.98 1.20 -0.211
C -0.27 0.86 0.61 0.221
C -1.81 0.12 -0.89 -0.931
C 3.03 0.59 -0.20 -0.763
N -1.30 0.09 0.50 0.182
O 0.13 1.84 1.07 -0.210
S 1.69 -0.65 -0.51 -0.030
H -2.43 -1.59 0.77 0.353
H -1.42 -1.15 2.32 0.267
H -2.81 0.49 -0.85 0.428
H -1.85 -0.91 -1.24 0.413
H -1.23 0.85 -1.58 0.334
H 2.77 1.59 0.02 0.325
H 3.75 0.55 -1.16 0.297
H 3.44 0.17 0.62 0.325

Name the most stable of them. model two.

Model one:
24
Properties=species:S:1:pos:R:3:mulliken_charge:R:1 method="wB97M-V/def2-TZVPD" spin_multiplicity=1 total_charge=+1
C 0.97 -1.04 1.06 -0.653
C 0.95 0.28 1.70 0.284
C -0.06 -1.16 -1.10 0.083
C 1.13 1.33 -1.17 -0.644
C -0.40 0.28 2.52 -1.761
C -2.45 -0.52 -1.39 -0.784
N -1.12 -0.95 -1.85 -0.056
O -0.30 -1.10 0.23 -0.385
S 0.95 1.81 0.50 0.107
S 2.83 1.20 -1.46 -0.255
H 1.66 -1.22 0.23 0.382
H 0.94 -1.85 1.83 0.334
H 1.87 0.35 2.31 0.409
H 0.83 -1.70 -1.44 0.403
H 0.67 1.98 -1.85 0.475
H -0.40 -0.57 3.08 0.497
H -1.20 0.18 1.90 0.513
H -0.46 1.06 3.14 0.496
H -2.52 -0.55 -0.34 0.289
H -2.72 0.43 -1.83 0.300
H -3.14 -1.31 -1.75 0.343
H -0.39 1.92 0.66 0.179
H -0.97 -1.06 -2.88 0.311
H 3.32 2.22 -2.12 0.129

Model two:
24
Properties=species:S:1:pos:R:3:mulliken_charge:R:1 method="wB97M-V/def2-TZVPD" spin_multiplicity=1 total_charge=+1
C 0.44 0.50 0.86 0.052
C 0.99 0.16 -1.42 -0.421
C 0.98 -0.93 1.14 -0.736
C 1.97 -0.94 -0.93 -0.646
C -0.40 3.26 0.80 -0.886
C -2.22 -2.35 -0.14 -0.649
N 0.65 1.07 -0.29 0.169
O 1.18 -1.67 -0.02 -0.395
S 0.18 2.65 -0.78 0.122
S -2.40 -0.61 0.03 -0.152
H -2.01 -0.28 -1.35 0.137
H -0.03 1.02 1.69 0.468
H 1.35 0.76 -2.31 0.483
H 0.05 -0.43 -1.76 0.098
H 1.90 -0.80 1.67 0.430
H 0.20 -1.32 1.81 0.399
H 2.38 -1.71 -1.68 0.304
H 2.72 -0.43 -0.38 0.392
H 0.49 3.26 1.45 0.338
H -1.13 2.57 1.16 0.305
H -0.85 4.24 0.73 0.381
H -1.07 -2.51 -0.06 0.117
H -2.58 -2.76 -0.96 0.408
H -2.78 -2.74 0.76 0.280

Name the most stable of them. model two.

Model one:
47
Properties=species:S:1:pos:R:3:mulliken_charge:R:1 method="wB97M-V/def2-TZVPD" spin_multiplicity=1 total_charge=0 smiles="Cc1cc(C)c2c(CN3CCN(CCO)CC3)cc(=O)oc2c1"
C -5.77 -2.00 -0.81 -1.512
C -4.58 -1.19 -0.40 0.900
C -3.46 -1.81 0.16 -0.865
C -2.33 -1.12 0.56 1.389
C -1.22 -1.94 1.14 -1.207
C -2.28 0.29 0.41 0.363
C -1.20 1.18 0.78 1.246
C 0.09 0.75 1.41 -1.658
N 0.94 -0.01 0.50 0.401
C 2.17 -0.43 1.16 -0.652
C 2.97 -1.34 0.22 -1.196
N 3.27 -0.74 -1.06 0.165
C 4.53 -0.07 -1.22 -0.900
C 4.78 1.27 -0.50 -0.317
O 4.99 1.04 0.88 -0.525
C 2.08 -0.16 -1.65 -1.407
C 1.27 0.74 -0.70 -0.235
C -1.36 2.51 0.56 -0.346
C -2.53 3.10 -0.03 -0.026
O -2.69 4.28 -0.25 -0.648
O -3.52 2.24 -0.37 -0.477
C -3.42 0.90 -0.16 -0.521
C -4.54 0.18 -0.56 -0.888
H -6.16 -2.55 0.04 0.342
H -5.48 -2.72 -1.58 0.338
H -6.55 -1.36 -1.20 0.360
H -3.48 -2.88 0.28 0.369
H -1.40 -2.99 0.97 0.413
H -1.15 -1.78 2.22 0.300
H -0.27 -1.66 0.69 0.014
H -0.11 0.12 2.28 0.573
H 0.61 1.66 1.77 0.487
H 1.91 -0.99 2.06 0.412
H 2.79 0.43 1.45 0.438
H 3.90 -1.64 0.71 0.435
H 2.37 -2.24 0.03 0.387
H 4.66 0.11 -2.29 0.406
H 5.31 -0.76 -0.89 0.405
H 3.93 1.96 -0.65 0.213
H 5.67 1.73 -0.94 0.480
H 5.26 1.86 1.30 0.287
H 2.37 0.41 -2.54 0.435
H 1.43 -0.99 -1.95 0.364
H 0.34 1.03 -1.20 0.531
H 1.83 1.66 -0.46 0.128
H -0.58 3.21 0.83 0.396
H -5.37 0.73 -0.98 0.403

Model two:
47
Properties=species:S:1:pos:R:3:mulliken_charge:R:1 method="wB97M-V/def2-TZVPD" spin_multiplicity=1 total_charge=0
C -6.94 -1.60 0.77 -0.857
H -6.26 -2.34 1.26 0.319
O -6.29 -0.21 0.77 -0.486
C -5.12 -0.13 0.34 0.871
C -4.65 1.02 0.36 0.070
C -3.46 1.43 0.15 -1.181
C -2.68 0.43 -0.32 0.472
C -3.10 -0.71 -0.74 -1.256
C -4.41 -1.04 -0.30 -0.767
H -4.66 -2.13 -0.34 0.261
H -2.52 -1.31 -1.03 1.026
C -1.28 0.98 -1.03 0.994
N -0.64 -0.24 -2.00 -0.032
C 0.31 -0.79 -1.35 0.423
O 0.83 -1.81 -2.07 -0.745
N 0.46 -0.48 0.05 0.297
C -0.21 0.45 0.33 0.891
O -0.26 1.15 1.40 -0.780
C 1.67 -0.92 0.69 -2.280
H 1.41 -2.06 0.87 0.281
H 1.35 -0.65 1.68 0.588
C 2.85 -0.56 0.42 1.281
C 3.12 0.99 0.23 -1.261
C 4.52 1.35 0.54 -1.501
C 5.53 0.42 -0.45 -0.871
C 5.51 -1.03 0.59 -0.920
C 4.04 -1.41 1.20 -1.180
H 4.00 -0.56 2.13 0.185
H 3.75 -2.32 1.49 0.671
H 6.19 -1.08 1.48 0.411
H 5.67 -1.79 -0.10 0.485
H 5.22 0.04 -1.37 0.500
H 6.59 0.65 -0.18 0.339
H 4.78 1.31 1.40 0.893
H 4.72 2.20 -0.12 0.325
H 2.82 1.41 -0.77 0.261
H 2.53 1.37 0.75 1.272
H 3.10 -1.08 -0.46 0.187
H -1.10 -0.15 -2.78 -0.054
C -1.11 2.46 -1.31 -1.922
H -0.93 2.93 -0.39 0.422
H -1.93 2.67 -1.86 0.551
H -0.13 2.38 -1.88 0.420
H -3.09 2.38 0.27 0.716
H -5.42 2.00 0.90 0.044
H -7.84 -1.59 1.09 0.353
H -6.97 -2.03 -0.31 0.283

Name the most stable of them. model one.